Record 1
Formula: C42H80FN5O7
Source: the OMol25 dataset
Level of theory: ωB97M-V/def2-TZVPD

Kohn-Sham gap (spin up / spin down)   0.31895 / 0.34826 hartree
Highest occupied orbital energy (spin up / spin down)   -8.050 / -9.124 eV
Molecular weight   786.13 g/mol
ΔE to the lowest compared entry with this formula, charge and spin   0.0 kJ/mol

ORCA input file:
```
! wB97M-V def2-TZVPD RIJCOSX def2/J DEFGRID3
* xyz 0 5
C 3.685 0.524 -2.024
C 3.030 1.494 -1.779
C 2.136 2.596 -1.455
N 1.629 3.153 -2.724
F 0.995 4.376 -2.351
C 0.545 2.338 -3.243
O 0.681 1.738 -4.259
O -0.562 2.338 -2.477
C -1.066 1.033 -2.151
C -2.571 1.133 -1.982
O -2.968 2.239 -1.206
H 4.333 -0.260 -2.339
H 2.665 3.406 -0.965
H 1.331 2.267 -0.795
H -0.600 0.659 -1.242
H -0.867 0.335 -2.962
H -2.912 0.249 -1.447
H -3.044 1.132 -2.969
H -2.695 3.045 -1.658
C 0.885 3.506 4.075
C 0.104 3.595 2.757
C -1.071 4.570 2.883
C -2.246 4.015 3.684
C -2.698 2.678 3.104
C -1.572 1.649 3.026
N -0.384 2.242 2.324
O -0.529 2.161 1.048
C -1.214 1.149 4.435
C -2.044 0.431 2.243
C 1.087 4.123 1.724
H 0.310 3.120 4.909
H 1.766 2.874 3.951
H 1.222 4.504 4.357
H -1.421 4.828 1.879
H -0.704 5.495 3.333
H -1.977 3.911 4.738
H -3.075 4.723 3.649
H -3.511 2.257 3.702
H -3.098 2.844 2.098
H -0.271 0.599 4.426
H -1.997 0.474 4.779
H -1.148 1.939 5.177
H -2.411 0.705 1.256
H -2.861 -0.037 2.793
H -1.240 -0.298 2.128
H 1.889 3.404 1.551
H 1.530 5.044 2.105
H 0.607 4.343 0.774
C 1.323 -0.613 -7.664
C 2.523 -1.202 -6.908
C 3.419 -2.018 -7.845
C 2.845 -3.383 -8.216
C 2.497 -4.172 -6.956
C 1.538 -3.422 -6.030
N 2.064 -2.045 -5.754
O 2.910 -2.037 -4.790
C 0.132 -3.382 -6.651
C 1.402 -4.161 -4.705
C 3.309 -0.016 -6.370
H 0.654 -1.353 -8.088
H 0.744 0.032 -7.003
H 1.690 -0.006 -8.492
H 4.387 -2.171 -7.357
H 3.611 -1.425 -8.741
H 1.967 -3.268 -8.858
H 3.581 -3.938 -8.801
H 2.045 -5.132 -7.217
H 3.420 -4.394 -6.410
H -0.500 -2.659 -6.133
H -0.328 -4.365 -6.552
H 0.129 -3.148 -7.711
H 2.365 -4.320 -4.227
H 0.950 -5.136 -4.894
H 0.762 -3.610 -4.014
H 2.736 0.526 -5.617
H 3.525 0.669 -7.191
H 4.254 -0.323 -5.928
C -8.898 2.478 4.973
C -7.725 1.501 4.808
C -8.207 0.050 4.901
C -8.538 -0.398 6.323
C -7.347 -0.152 7.247
C -6.873 1.302 7.239
N -6.654 1.758 5.826
O -5.500 1.405 5.390
C -7.886 2.193 7.976
C -5.558 1.427 7.998
C -7.155 1.759 3.419
H -9.393 2.423 5.936
H -8.559 3.504 4.825
H -9.652 2.259 4.217
H -7.428 -0.606 4.500
H -9.078 -0.066 4.252
H -9.428 0.119 6.690
H -8.781 -1.461 6.320
H -7.593 -0.431 8.274
H -6.519 -0.797 6.934
H -7.692 3.248 7.779
H -7.789 2.028 9.049
H -8.922 1.978 7.728
H -4.795 0.762 7.604
H -5.732 1.166 9.042
H -5.179 2.449 7.956
H -6.717 2.755 3.353
H -7.967 1.691 2.693
H -6.393 1.033 3.147
C 4.537 -3.396 -2.148
C 6.028 -3.051 -2.238
C 6.896 -4.205 -1.724
C 6.897 -4.339 -0.202
C 7.293 -3.016 0.450
C 6.407 -1.847 0.015
N 6.336 -1.794 -1.482
O 7.345 -1.176 -1.981
C 5.012 -1.975 0.651
C 6.988 -0.532 0.520
C 6.310 -2.822 -3.718
H 4.171 -3.564 -1.141
H 3.947 -2.599 -2.601
H 4.344 -4.310 -2.712
H 7.925 -4.049 -2.063
H 6.550 -5.130 -2.189
H 5.917 -4.669 0.153
H 7.606 -5.115 0.092
H 7.252 -3.096 1.538
H 8.332 -2.790 0.188
H 4.302 -1.298 0.175
H 5.077 -1.707 1.705
H 4.606 -2.982 0.616
H 8.015 -0.389 0.196
H 6.973 -0.541 1.611
H 6.397 0.316 0.173
H 5.772 -1.950 -4.088
H 5.964 -3.696 -4.272
H 7.370 -2.686 -3.916
*
```



Record 2
Formula: C32H54Br24O6
Source: the OMol25 dataset
Level of theory: ωB97M-V/def2-TZVPD

Kohn-Sham gap   0.29299 hartree
Highest occupied orbital energy   -8.638 eV
Molecular weight   2452.47 g/mol

ORCA input file:
```
! wB97M-V def2-TZVPD RIJCOSX def2/J DEFGRID3
* xyz 0 1
C 1.392 1.277 1.259
C 1.911 0.143 0.354
O 1.714 0.230 -0.826
O 2.644 -0.957 0.796
C 2.204 -1.370 2.060
O 1.097 -1.809 2.146
C 3.067 -1.344 3.341
C 4.257 -0.367 3.316
C 4.841 0.362 2.330
C 6.033 1.111 2.963
O 6.719 1.767 2.248
O 6.113 0.895 4.326
C 5.107 -0.073 4.585
O 5.047 -0.552 5.664
H 0.358 1.514 0.902
H 2.009 2.203 1.169
H 1.306 1.019 2.340
H 2.432 -1.163 4.253
H 3.494 -2.377 3.476
H 4.518 0.394 1.275
Br 0.952 0.613 -2.780
C 0.379 0.361 -4.639
C -0.107 -1.043 -4.889
Br 1.375 -2.301 -5.054
H 1.220 0.642 -5.271
H -0.435 1.075 -4.784
H -0.632 -1.102 -5.843
H -0.755 -1.418 -4.099
Br -0.331 5.165 0.935
C 0.783 6.152 2.188
C 2.235 5.781 2.042
Br 2.622 4.045 2.854
H 0.388 5.957 3.179
H 0.630 7.202 1.940
H 2.866 6.491 2.576
H 2.561 5.721 1.006
Br -3.401 3.195 -1.107
C -3.154 1.361 -0.497
C -3.554 1.206 0.947
Br -2.195 1.931 2.140
H -2.114 1.101 -0.686
H -3.797 0.759 -1.138
H -3.634 0.152 1.211
H -4.487 1.708 1.191
Br 3.916 1.136 -2.379
C 5.825 0.740 -2.431
C 6.594 1.566 -1.428
Br 6.828 3.400 -2.043
H 6.153 0.899 -3.456
H 5.900 -0.320 -2.189
H 7.604 1.178 -1.304
H 6.110 1.620 -0.455
Br 3.354 4.103 -3.884
C 3.563 5.968 -4.399
C 4.821 6.558 -3.816
Br 4.605 6.963 -1.922
H 2.661 6.488 -4.086
H 3.613 5.960 -5.488
H 5.051 7.513 -4.286
H 5.682 5.898 -3.902
Br -2.473 -4.453 -3.272
C -4.267 -3.694 -3.302
C -4.352 -2.537 -4.263
Br -3.535 -0.936 -3.514
H -4.513 -3.420 -2.279
H -4.916 -4.508 -3.623
H -5.392 -2.267 -4.447
H -3.859 -2.730 -5.213
Br -6.977 2.429 1.957
C -7.543 2.176 0.110
C -8.038 0.774 -0.133
Br -6.558 -0.486 -0.282
H -6.697 2.446 -0.520
H -8.346 2.897 -0.039
H -8.559 0.712 -1.087
H -8.691 0.406 0.656
Br 0.937 -0.913 6.160
C 1.318 -2.669 6.912
C 0.219 -3.649 6.597
Br -1.340 -3.355 7.727
H 1.477 -2.529 7.978
H 2.254 -2.980 6.448
H 0.540 -4.667 6.816
H -0.122 -3.594 5.566
Br 5.625 -3.541 -1.768
C 4.206 -4.383 -0.730
C 2.948 -4.541 -1.545
Br 2.004 -2.850 -1.721
H 4.063 -3.776 0.161
H 4.603 -5.356 -0.444
H 2.248 -5.209 -1.043
H 3.133 -4.908 -2.553
Br -10.734 -3.047 0.650
C -9.500 -3.894 1.896
C -8.101 -3.365 1.725
Br -7.242 -4.122 0.151
H -9.575 -4.967 1.737
H -9.883 -3.650 2.886
H -7.472 -3.665 2.563
H -8.061 -2.283 1.617
Br 1.234 -4.182 -8.673
C 1.477 -6.033 -8.118
C 1.087 -6.230 -6.675
Br 2.456 -5.551 -5.470
H 2.513 -6.291 -8.320
H 0.827 -6.613 -8.772
H 1.007 -7.292 -6.443
H 0.157 -5.733 -6.410
Br 0.021 4.139 4.989
C -1.277 4.230 6.438
C -2.681 4.026 5.927
Br -3.351 5.625 5.040
H -1.136 5.188 6.932
H -0.998 3.429 7.122
H -3.368 3.849 6.754
H -2.761 3.210 5.212
*
```



Record 3
Formula: C5H4NO2
Source: the OMol25 dataset
Level of theory: ωB97M-V/def2-TZVPD

Kohn-Sham gap   0.26439 hartree
SMILES   O=C1C[C@H]2NC([O-])=C12
Highest occupied orbital energy   -2.900 eV
Molecular weight   110.09 g/mol
ΔE to the lowest compared entry with this formula, charge and spin   240.7 kJ/mol

ORCA input file:
```
! wB97M-V def2-TZVPD RIJCOSX def2/J DEFGRID3
* xyz -1 1
O 1.070 -2.386 0.373
C 0.549 -1.389 -0.051
C -1.010 -0.901 0.110
C -0.576 0.402 -0.601
N 0.067 1.556 0.214
C 1.367 0.990 0.028
O 2.387 1.477 0.432
C 0.806 -0.082 -0.783
H -1.725 -1.565 -0.513
H -1.357 -1.056 1.135
H -1.398 0.725 -1.282
H -0.180 2.229 0.938
*
```